1.
The following is a DFT calculation (ωB97M-V/def2-TZVPD) of a 17-piece molecular cluster, C50H145N11O17 overall at a distorted geometry.

The value obtained for the energy is -105389.780 eV. For the max |F|, the calculation gives 2.61 eV/A. The value obtained for the HOMO energy is -8.50 eV.

Element x y z (Å)
C (0.970, -2.157, -2.433)
O (2.204, -2.045, -3.089)
H (1.193, -2.324, -1.379)
H (0.384, -1.243, -2.534)
H (0.358, -2.909, -2.929)
H (2.104, -1.756, -4.000)
C (1.728, -5.771, -1.613)
O (1.965, -5.147, -0.371)
H (1.808, -6.855, -1.535)
H (0.760, -5.488, -2.025)
H (2.537, -5.415, -2.251)
H (2.902, -5.129, -0.162)
C (2.549, 3.465, 2.209)
O (1.626, 4.093, 3.109)
H (3.215, 2.903, 2.864)
H (1.877, 2.858, 1.601)
H (2.939, 4.324, 1.664)
H (1.209, 3.344, 3.541)
C (-2.246, 4.896, -1.318)
O (-3.013, 3.823, -0.842)
H (-1.623, 5.369, -0.559)
H (-1.531, 4.672, -2.109)
H (-2.942, 5.671, -1.637)
H (-3.573, 3.539, -1.569)
C (-0.346, -3.569, 3.799)
O (-0.900, -3.739, 5.044)
H (-0.552, -2.548, 3.477)
H (0.706, -3.840, 3.884)
H (-0.890, -4.220, 3.114)
H (-0.695, -4.643, 5.291)
C (-0.691, 1.419, 4.190)
O (0.624, 1.927, 4.421)
H (-0.708, 0.405, 3.790)
H (-1.268, 1.456, 5.114)
H (-1.201, 2.121, 3.531)
H (1.040, 1.332, 5.048)
C (-2.566, -2.441, -3.516)
C (-3.986, -2.738, -3.136)
C (-4.300, -4.263, -3.101)
O (-5.686, -4.544, -2.957)
C (-6.167, -5.878, -3.263)
N (-4.318, -2.202, -1.830)
H (-2.381, -2.793, -4.531)
H (-1.910, -2.997, -2.846)
H (-2.315, -1.380, -3.502)
H (-4.595, -2.255, -3.901)
H (-3.801, -4.812, -2.303)
H (-4.034, -4.632, -4.092)
H (-6.121, -5.982, -4.347)
H (-7.183, -6.107, -2.942)
H (-5.560, -6.645, -2.783)
H (-5.002, -2.834, -1.440)
H (-3.485, -2.352, -1.279)
C (0.872, -0.194, -7.913)
C (0.983, -0.105, -6.374)
C (-0.369, -0.407, -5.591)
O (-1.339, 0.532, -6.076)
C (-2.663, 0.362, -5.583)
N (2.010, -1.057, -5.927)
H (0.136, 0.501, -8.315)
H (0.507, -1.197, -8.134)
H (1.770, -0.071, -8.519)
H (1.261, 0.916, -6.109)
H (-0.262, -0.203, -4.526)
H (-0.683, -1.439, -5.745)
H (-3.316, 0.989, -6.191)
H (-2.801, 0.628, -4.535)
H (-2.818, -0.708, -5.717)
H (1.616, -1.984, -6.005)
H (2.746, -1.015, -6.618)
C (2.028, 7.996, -4.768)
C (1.369, 6.902, -3.843)
C (1.725, 7.106, -2.330)
O (0.851, 6.284, -1.490)
C (1.112, 6.365, -0.111)
N (-0.101, 6.896, -4.044)
H (3.080, 8.139, -4.523)
H (1.556, 8.971, -4.643)
H (2.042, 7.764, -5.833)
H (1.899, 6.008, -4.172)
H (1.590, 8.165, -2.111)
H (2.784, 6.849, -2.293)
H (2.175, 6.419, 0.121)
H (0.667, 5.475, 0.334)
H (0.548, 7.227, 0.245)
H (-0.415, 6.052, -3.586)
H (-0.258, 6.665, -5.014)
C (-8.166, 2.003, 2.638)
C (-7.491, 2.914, 1.622)
C (-6.506, 2.202, 0.750)
O (-5.555, 1.574, 1.551)
C (-4.426, 1.044, 0.809)
N (-8.527, 3.536, 0.834)
H (-7.459, 1.746, 3.428)
H (-8.457, 1.042, 2.213)
H (-9.008, 2.478, 3.142)
H (-6.941, 3.686, 2.160)
H (-5.984, 2.923, 0.120)
H (-7.054, 1.504, 0.117)
H (-3.798, 0.324, 1.334)
H (-3.790, 1.847, 0.437)
H (-4.772, 0.365, 0.029)
H (-8.154, 4.231, 0.202)
H (-9.009, 4.136, 1.487)
C (3.863, -4.229, 2.022)
C (4.917, -5.192, 1.511)
C (4.764, -6.598, 2.192)
O (5.094, -6.405, 3.581)
C (4.852, -7.522, 4.446)
N (4.708, -5.271, 0.076)
H (3.893, -3.230, 1.586)
H (3.905, -4.137, 3.108)
H (2.864, -4.652, 1.922)
H (5.918, -4.836, 1.755)
H (5.458, -7.213, 1.618)
H (3.748, -6.954, 2.019)
H (5.248, -8.498, 4.168)
H (3.790, -7.765, 4.408)
H (5.186, -7.229, 5.441)
H (5.392, -5.916, -0.292)
H (4.913, -4.380, -0.353)
C (3.148, -0.177, 4.189)
C (2.397, -0.618, 5.368)
C (2.897, -1.853, 6.179)
O (3.056, -2.899, 5.265)
C (3.354, -4.107, 5.972)
N (2.132, 0.439, 6.309)
H (2.704, 0.580, 3.543)
H (3.409, -1.063, 3.611)
H (4.083, 0.318, 4.452)
H (1.444, -0.886, 4.913)
H (2.161, -2.092, 6.946)
H (3.744, -1.676, 6.841)
H (4.211, -4.136, 6.645)
H (3.538, -4.902, 5.249)
H (2.517, -4.439, 6.586)
H (2.953, 0.409, 6.897)
H (1.439, 0.115, 6.969)
C (-4.560, -6.126, 2.523)
C (-3.962, -5.337, 1.368)
C (-2.853, -6.153, 0.683)
O (-2.115, -5.484, -0.364)
C (-1.261, -4.434, 0.183)
N (-5.064, -5.038, 0.478)
H (-3.717, -6.183, 3.212)
H (-4.804, -7.164, 2.299)
H (-5.441, -5.691, 2.994)
H (-3.693, -4.325, 1.672)
H (-3.261, -7.076, 0.271)
H (-2.089, -6.465, 1.395)
H (-0.414, -4.922, 0.664)
H (-1.765, -3.810, 0.922)
H (-0.874, -3.852, -0.653)
H (-4.665, -4.656, -0.368)
H (-5.531, -4.278, 0.952)
C (7.290, -2.121, -0.312)
C (5.776, -1.796, -0.489)
C (5.508, -0.335, -0.941)
O (5.982, 0.589, 0.039)
C (4.959, 0.914, 1.004)
N (5.154, -2.775, -1.341)
H (7.735, -1.441, 0.414)
H (7.872, -2.101, -1.234)
H (7.403, -3.142, 0.051)
H (5.279, -1.941, 0.471)
H (4.444, -0.230, -1.155)
H (6.040, -0.159, -1.876)
H (4.449, 0.057, 1.445)
H (4.256, 1.606, 0.540)
H (5.396, 1.497, 1.814)
H (5.674, -2.850, -2.204)
H (4.203, -2.549, -1.593)
C (-1.152, 0.456, -1.027)
C (-0.731, 0.936, 0.424)
C (0.561, 0.317, 1.022)
O (0.470, -1.097, 0.904)
C (1.591, -1.870, 1.189)
N (-0.590, 2.384, 0.325)
H (-0.357, 0.693, -1.735)
H (-2.065, 0.883, -1.440)
H (-1.286, -0.625, -1.054)
H (-1.562, 0.782, 1.113)
H (0.788, 0.513, 2.069)
H (1.389, 0.759, 0.467)
H (2.480, -1.728, 0.575)
H (1.283, -2.915, 1.175)
H (1.920, -1.732, 2.219)
H (-0.389, 2.873, 1.185)
H (-1.479, 2.743, 0.009)
C (-1.900, 4.846, 2.937)
C (-2.648, 6.154, 2.649)
C (-4.220, 6.056, 2.712)
O (-4.827, 7.208, 2.083)
C (-6.175, 7.273, 2.309)
N (-2.042, 7.189, 3.485)
H (-0.812, 4.810, 2.888)
H (-2.248, 4.129, 2.194)
H (-2.246, 4.496, 3.910)
H (-2.399, 6.438, 1.627)
H (-4.426, 6.160, 3.777)
H (-4.590, 5.147, 2.237)
H (-6.376, 7.409, 3.371)
H (-6.648, 6.328, 2.041)
H (-6.703, 8.040, 1.742)
H (-1.036, 7.097, 3.485)
H (-2.200, 8.121, 3.129)
C (1.195, 3.117, -3.484)
C (2.248, 2.817, -2.445)
C (3.678, 3.418, -2.698)
O (4.162, 3.087, -4.017)
C (4.620, 1.751, -4.105)
N (1.737, 3.364, -1.131)
H (1.450, 2.831, -4.505)
H (1.002, 4.187, -3.566)
H (0.206, 2.748, -3.212)
H (2.366, 1.740, -2.318)
H (4.350, 3.186, -1.872)
H (3.621, 4.506, -2.674)
H (3.809, 1.047, -3.919)
H (5.429, 1.553, -3.403)
H (5.095, 1.660, -5.082)
H (0.912, 2.847, -0.861)
H (1.383, 4.306, -1.210)

---

2.
The following is a DFT calculation (ωB97M-V/def2-TZVPD) of C10H13O3PS as an isolated structure at a distorted geometry.

The value obtained for the energy is -36844.884 eV. For the max |F|, the calculation gives 4.57 eV/A. The value obtained for the HOMO energy (alpha / beta) is -6.85 / -6.86 eV.

Element x y z (Å)
C (-0.541, -1.164, -1.302)
C (-0.899, 0.184, 0.793)
C (-0.877, -2.252, -0.627)
C (-1.179, -1.045, 1.403)
C (-0.612, 0.195, -0.604)
C (-1.253, -2.261, 0.717)
C (-0.040, 1.426, -1.061)
C (-1.503, -3.453, 1.363)
C (0.187, 1.789, -2.541)
C (2.293, 3.724, 0.738)
O (-1.561, -4.696, 0.861)
O (-1.612, -3.455, 2.682)
O (2.497, 2.851, -0.332)
P (2.168, 1.227, -0.344)
S (2.155, 0.496, 1.450)
H (-0.228, -1.160, -2.356)
H (-1.031, 1.103, 1.360)
H (-0.789, -3.025, -1.346)
H (-1.292, -1.100, 2.501)
H (-0.237, 2.187, -0.424)
H (1.200, 1.664, -2.799)
H (0.020, 2.843, -2.811)
H (-0.437, 1.131, -3.332)
H (3.239, 4.108, 0.997)
H (1.825, 3.296, 1.646)
H (1.670, 4.442, 0.444)
H (-1.478, -4.700, -0.031)
H (-1.688, -4.354, 2.955)

---

3.
The following is a DFT calculation (ωB97M-V/def2-TZVPD) of one molecule with the formula C14H18N6OS2 at a distorted geometry.

The value obtained for the energy is -47468.416 eV. As for the SMILES: CCCCSc1nnc(CSc2nc3nc(C)cc(C)n3n2)o1. For the max |F|, the calculation gives 1.49 eV/A. The value obtained for the HOMO energy is -8.63 eV.

Element x y z (Å)
C (-1.407, -1.638, 6.492)
C (-1.094, -2.289, 5.150)
C (-2.037, -1.850, 4.029)
C (-1.858, -0.383, 3.677)
S (-2.951, 0.136, 2.307)
C (-2.101, -0.580, 0.998)
N (-1.002, -1.274, 1.038)
N (-0.718, -1.609, -0.237)
C (-1.644, -1.111, -0.988)
C (-1.741, -1.171, -2.454)
S (-1.489, 0.506, -3.177)
C (0.113, 0.785, -2.586)
N (0.694, 1.993, -2.566)
C (1.863, 1.766, -1.994)
N (2.845, 2.599, -1.703)
C (3.896, 2.108, -1.085)
C (5.000, 3.061, -0.766)
C (4.001, 0.749, -0.715)
C (2.989, -0.127, -1.020)
C (2.920, -1.572, -0.684)
N (1.946, 0.402, -1.682)
N (0.834, -0.207, -2.080)
O (-2.571, -0.440, -0.257)
H (-0.779, -2.065, 7.271)
H (-1.226, -0.567, 6.464)
H (-2.447, -1.806, 6.764)
H (-1.175, -3.373, 5.254)
H (-0.066, -2.060, 4.861)
H (-1.826, -2.445, 3.139)
H (-3.072, -2.028, 4.327)
H (-2.137, 0.269, 4.504)
H (-0.837, -0.175, 3.362)
H (-2.740, -1.465, -2.773)
H (-0.977, -1.839, -2.843)
H (4.729, 4.054, -1.112)
H (5.920, 2.745, -1.254)
H (5.178, 3.086, 0.307)
H (4.872, 0.401, -0.184)
H (3.057, -2.167, -1.586)
H (1.925, -1.800, -0.299)
H (3.682, -1.839, 0.042)

---

4.
The following is a DFT calculation (ωB97M-V/def2-TZVPD) of C5H18AgN6O5 as an isolated structure at a distorted geometry.

The value obtained for the energy is -28652.068 eV. Its net charge is -1. For the max |F|, the calculation gives 5.90 eV/A. The value obtained for the HOMO energy is -2.31 eV.

Element x y z (Å)
Ag (-0.095, 0.202, -0.754)
C (1.265, -1.810, -3.060)
O (0.175, -0.980, -2.841)
H (2.163, -1.290, -2.728)
H (1.221, -2.788, -2.582)
H (1.411, -1.887, -4.138)
C (1.683, -0.535, 2.528)
O (1.124, 0.239, 1.505)
H (1.926, 0.037, 3.424)
H (1.031, -1.299, 2.951)
H (2.518, -1.080, 2.087)
C (2.117, 2.550, -1.343)
O (1.336, 1.646, -1.694)
N (2.285, 3.673, -2.055)
N (3.004, 2.528, -0.398)
H (2.819, 4.472, -1.744)
H (1.829, 3.831, -2.942)
H (3.012, 1.626, 0.056)
H (3.406, 3.319, 0.085)
C (-2.775, 2.060, 0.997)
O (-1.904, 1.636, 0.235)
N (-3.440, 3.152, 0.885)
N (-3.268, 1.206, 1.841)
H (-4.420, 3.134, 1.126)
H (-3.069, 4.006, 0.495)
H (-2.586, 0.461, 1.811)
H (-4.245, 1.012, 2.006)
C (-1.198, -3.316, 0.228)
O (-1.582, -2.374, -0.379)
N (-0.083, -3.901, 0.049)
N (-1.916, -3.762, 1.201)
H (0.468, -3.374, -0.613)
H (0.207, -4.545, 0.771)
H (-2.853, -3.388, 1.148)
H (-1.568, -4.458, 1.844)

---

5.
The following is a DFT calculation (ωB97M-V/def2-TZVPD) of a 14-piece molecular cluster, C28H84O20 overall at a distorted geometry.

The spin multiplicity is 2. The value obtained for the energy is -71342.631 eV. The expectation value of S² is 0.75. Its net charge is -1. For the max |F|, the calculation gives 4.11 eV/A. The value obtained for the HOMO energy (alpha / beta) is 0.31 / -7.31 eV.

Element x y z (Å)
C (23.156, -29.997, -6.258)
C (23.976, -29.220, -5.235)
O (24.981, -30.051, -4.795)
H (23.737, -30.285, -7.134)
H (22.335, -29.425, -6.691)
H (22.635, -30.831, -5.787)
H (23.354, -28.932, -4.388)
H (24.344, -28.275, -5.636)
H (25.190, -29.829, -3.885)
C (28.656, -35.093, -1.130)
C (28.102, -33.696, -1.323)
O (29.179, -32.810, -1.314)
H (27.869, -35.844, -1.193)
H (29.238, -35.322, -0.238)
H (29.272, -35.384, -1.981)
H (27.386, -33.441, -0.541)
H (27.579, -33.614, -2.276)
H (28.933, -31.898, -1.143)
C (25.587, -35.034, -4.148)
C (25.506, -33.537, -4.092)
O (24.332, -33.062, -4.758)
H (26.515, -35.410, -3.716)
H (25.699, -35.342, -5.188)
H (24.722, -35.518, -3.696)
H (26.367, -32.983, -4.466)
H (25.298, -33.311, -3.047)
H (24.281, -32.117, -4.600)
C (26.574, -27.472, 3.552)
C (27.119, -27.858, 2.216)
O (28.539, -27.718, 2.144)
H (27.030, -28.058, 4.350)
H (25.490, -27.387, 3.620)
H (26.963, -26.473, 3.749)
H (26.683, -27.305, 1.384)
H (26.947, -28.916, 2.014)
H (28.754, -26.782, 2.137)
C (29.623, -25.460, -0.643)
C (30.367, -25.203, 0.679)
O (29.388, -25.230, 1.745)
H (28.951, -26.314, -0.560)
H (30.296, -25.496, -1.500)
H (28.958, -24.597, -0.678)
H (31.027, -24.339, 0.750)
H (31.010, -26.058, 0.890)
H (29.598, -24.458, 2.276)
C (28.365, -31.352, -4.138)
C (28.340, -30.647, -5.505)
O (27.240, -31.056, -6.242)
H (28.412, -32.441, -4.136)
H (27.474, -31.128, -3.551)
H (29.188, -31.015, -3.508)
H (29.279, -30.798, -6.037)
H (28.363, -29.566, -5.367)
H (26.452, -30.656, -5.867)
C (29.303, -25.101, -4.642)
C (28.600, -26.399, -4.856)
O (28.985, -27.341, -3.859)
H (28.957, -24.749, -3.670)
H (29.148, -24.375, -5.440)
H (30.370, -25.319, -4.596)
H (28.919, -26.781, -5.826)
H (27.519, -26.266, -4.854)
H (29.897, -27.625, -3.956)
C (21.878, -31.640, -2.523)
C (21.303, -30.822, -1.326)
O (20.968, -31.728, -0.273)
H (21.069, -32.143, -3.054)
H (22.675, -32.317, -2.215)
H (22.357, -31.033, -3.291)
H (20.382, -30.296, -1.578)
H (22.029, -30.069, -1.018)
H (20.277, -32.330, -0.557)
C (27.293, -32.021, 2.128)
C (27.818, -31.436, 3.414)
O (27.900, -32.472, 4.327)
O (25.889, -32.298, 2.192)
H (27.807, -32.903, 1.747)
H (27.435, -31.183, 1.445)
H (27.260, -30.530, 3.653)
H (28.863, -31.155, 3.282)
H (27.059, -32.608, 4.770)
H (25.824, -33.256, 2.185)
C (26.837, -29.045, -1.593)
C (25.536, -29.722, -1.170)
O (25.144, -30.861, -2.004)
O (26.586, -28.114, -2.634)
H (27.507, -29.835, -1.931)
H (27.325, -28.465, -0.809)
H (24.675, -29.073, -1.011)
H (25.758, -30.105, -0.174)
H (25.005, -31.633, -1.451)
H (27.428, -27.919, -3.053)
C (24.540, -23.542, -1.256)
C (25.740, -24.607, -1.259)
O (25.232, -25.937, -1.154)
O (23.900, -23.485, -0.027)
H (23.781, -23.887, -1.959)
H (24.876, -22.535, -1.503)
H (26.500, -24.498, -0.485)
H (26.347, -24.568, -2.163)
H (25.729, -26.488, -1.762)
H (24.606, -23.391, 0.617)
C (21.293, -26.064, -0.175)
C (22.352, -27.191, 0.080)
O (23.433, -26.624, 0.867)
O (21.733, -25.027, -0.980)
H (21.012, -25.575, 0.758)
H (20.365, -26.477, -0.571)
H (22.734, -27.563, -0.871)
H (21.920, -28.053, 0.588)
H (24.156, -26.417, 0.271)
H (22.560, -24.649, -0.672)
C (24.985, -35.228, 0.008)
C (23.946, -34.152, -0.420)
O (24.518, -32.866, -0.347)
O (25.700, -34.799, 1.148)
H (25.716, -35.428, -0.776)
H (24.487, -36.171, 0.235)
H (23.077, -34.258, 0.230)
H (23.619, -34.257, -1.455)
H (24.792, -32.779, 0.569)
H (26.073, -35.651, 1.388)
C (30.725, -30.010, 0.219)
C (31.577, -29.061, -0.669)
O (32.894, -29.512, -0.556)
O (29.422, -29.767, 0.269)
H (31.140, -29.857, 1.216)
H (30.859, -31.077, 0.036)
H (31.580, -27.998, -0.431)
H (31.326, -29.013, -1.729)
H (33.097, -30.075, -1.306)
H (29.148, -29.050, 0.846)

---

6.
The following is a DFT calculation (ωB97M-V/def2-TZVPD) of C9H12NPS as an isolated structure at a distorted geometry.

The spin multiplicity is 3. The value obtained for the energy is -31138.148 eV. The expectation value of S² is 2.03. For the max |F|, the calculation gives 5.65 eV/A. The value obtained for the HOMO energy (alpha / beta) is -5.22 / -8.21 eV.

Element x y z (Å)
C (-2.997, 1.197, -0.612)
C (-3.105, -0.189, -0.512)
C (-1.750, 1.742, -0.663)
C (-2.025, -1.001, -0.397)
C (-0.594, 0.945, -0.527)
C (-0.750, -0.498, -0.319)
C (0.784, 1.558, -0.636)
C (0.934, -2.422, -0.496)
C (2.378, 1.015, 1.585)
N (0.410, -1.196, 0.027)
P (2.021, 0.397, -0.089)
S (3.297, 0.212, -1.489)
H (-3.884, 1.866, -0.661)
H (-4.164, -0.559, -0.347)
H (-1.594, 2.811, -0.638)
H (-2.244, -2.037, -0.260)
H (1.051, 1.695, -1.690)
H (0.750, 2.539, -0.148)
H (1.289, -2.332, -1.580)
H (1.772, -2.611, 0.179)
H (0.252, -3.254, -0.567)
H (1.552, 1.477, 1.986)
H (3.048, 0.367, 2.161)
H (3.115, 1.877, 1.209)

---

7.
The following is a DFT calculation (ωB97M-V/def2-TZVPD) of one molecule with the formula C3H7ClN2 at a distorted geometry.

The value obtained for the energy is -18725.672 eV. As for the SMILES: CN/N=C/CCl. For the max |F|, the calculation gives 2.20 eV/A. The value obtained for the HOMO energy is -8.77 eV.

Element x y z (Å)
C (-1.632, -0.038, 1.794)
N (-0.413, 0.502, 1.206)
N (-0.161, 0.015, -0.005)
C (0.928, 0.207, -0.643)
C (1.107, -0.322, -2.025)
Cl (1.913, 0.725, -3.214)
H (-1.527, -1.140, 2.094)
H (-1.967, 0.547, 2.644)
H (-2.343, 0.047, 1.033)
H (0.397, 0.524, 1.829)
H (1.804, 0.703, -0.190)
H (0.144, -0.564, -2.466)
H (1.749, -1.207, -2.058)